(1)
Below is C22H22BF4N5O2SSeTl as an isolated structure at a distorted geometry, with properties calculated with ωB97M-V with the def2-TZVPD basis set.

LUMO level: 2.02 eV
max |F|: 13.55 eV/Å
Kohn-Sham gap: 5.9294 eV
HOMO: -3.91 eV
charge: -1
energy: -4672.25704 a.u.

Structure (XYZ):
```
59
Properties=species:S:1:pos:R:3:forces:R:3:mulliken_charge:R:1
Tl -0.205 -0.677 -1.083 4.1 0.0 4.6 1.53
O -3.500 -1.603 -2.973 -1.3 0.6 -0.9 -0.84
C -2.496 -1.087 -2.492 -5.3 0.2 -4.1 0.35
O -1.786 -1.690 -1.758 1.5 -4.2 1.5 -0.64
C -2.135 0.303 -2.810 -8.8 -0.2 -6.1 1.18
C -2.912 1.179 -3.701 -0.6 -1.1 0.1 -1.08
C -2.506 2.437 -3.933 1.6 0.7 0.9 -0.26
C -1.266 2.943 -3.287 -1.6 -1.1 -0.6 -0.83
C -0.580 2.113 -2.477 -1.7 -1.7 -0.7 -0.76
N -1.163 0.691 -2.299 9.8 8.9 2.9 0.12
H -3.817 0.799 -4.168 0.2 -0.1 0.2 0.48
H -3.079 3.082 -4.590 0.1 0.0 0.1 0.42
H -0.929 3.957 -3.468 0.0 -0.2 0.0 0.42
H 0.336 2.473 -1.993 -0.5 -1.2 -0.2 0.69
C 3.829 -2.002 -1.130 -0.3 0.2 0.0 -0.99
N 2.959 -2.756 -0.250 -2.4 -1.2 -0.4 0.21
C 3.265 -2.877 1.164 0.0 0.4 -0.1 -0.49
C 2.106 -3.700 1.712 -0.2 -0.6 0.4 -0.62
N 1.081 -3.530 0.719 0.7 0.9 -1.8 0.09
C 1.609 -3.041 -0.468 1.8 -0.5 1.9 -0.04
S 0.707 -2.865 -1.842 1.0 -2.9 -1.5 -0.41
H 4.866 -2.295 -0.945 -0.1 0.0 0.0 0.28
H 3.700 -0.936 -0.920 0.1 0.0 -0.2 0.35
H 3.583 -2.193 -2.177 -0.1 0.1 0.2 0.31
H 3.274 -1.871 1.599 0.1 0.0 0.1 0.27
H 4.235 -3.357 1.315 -0.1 0.1 0.0 0.42
H 1.757 -3.358 2.689 0.2 -0.1 0.0 0.22
H 2.355 -4.765 1.759 0.2 0.0 0.3 0.40
H 0.142 -3.909 0.761 0.4 0.1 -0.2 0.23
F 2.661 -0.717 -4.105 -0.7 1.4 1.3 -0.40
B 2.217 0.401 -3.289 1.7 0.7 -1.6 0.10
F 1.196 -0.054 -2.359 4.5 2.0 -4.1 0.09
F 1.665 1.438 -4.146 0.5 -1.4 1.3 -0.40
F 3.346 0.936 -2.545 -1.7 -0.8 -0.8 -0.41
Se -0.349 1.516 0.342 -0.1 2.5 2.7 -0.22
C -0.448 3.110 1.407 -0.2 -0.4 -0.3 -0.10
C -1.654 3.470 2.020 0.2 0.7 0.4 -0.31
C -1.725 4.631 2.796 0.5 -0.2 -0.3 -0.58
C -0.591 5.434 2.961 0.0 -0.2 -0.1 -0.44
C 0.614 5.075 2.349 -0.5 -0.4 -0.1 -0.62
C 0.687 3.914 1.572 -0.3 0.5 0.4 -0.23
H -2.534 2.852 1.896 0.1 -0.1 -0.1 0.36
H -2.658 4.909 3.270 0.0 0.0 0.0 0.36
H -0.647 6.332 3.562 0.0 0.0 0.0 0.35
H 1.491 5.696 2.476 0.0 0.0 0.0 0.36
H 1.622 3.640 1.101 -0.1 -0.1 0.0 0.42
N 0.287 -1.741 5.274 -0.4 -0.1 -0.8 -0.61
C -0.285 -1.774 4.268 0.4 0.1 0.6 -0.18
C -1.001 -1.817 3.022 -2.1 -1.0 0.7 0.51
C -2.369 -2.366 2.983 1.7 0.5 0.7 -0.42
C -3.031 -2.403 1.819 0.5 0.6 -1.9 -1.07
C -2.372 -1.893 0.600 -1.6 -1.0 3.1 0.10
N -1.171 -1.416 0.657 -0.1 -1.1 4.8 0.57
C -0.445 -1.365 1.886 -1.4 0.1 -2.1 -1.09
H -2.827 -2.733 3.892 0.1 0.0 0.1 0.49
H -4.035 -2.800 1.759 0.0 0.0 -0.1 0.46
H -2.916 -1.928 -0.337 0.2 0.0 0.5 0.48
H 0.558 -0.958 1.891 -0.1 0.2 -0.7 0.70
H 1.284 -0.860 0.019 -0.3 0.4 -0.1 -0.31
```
Forces are in eV/Å.

=====

(2)
Below is a 10-piece molecular cluster, C40H80O10 overall at a distorted geometry, with properties calculated with ωB97M-V with the def2-TZVPD basis set.

LUMO level: 0.57 eV
energy above the lowest of the compared OMol25 structures with the same formula, charge and spin: 353.92 kcal per mole
max |F|: 11.05 eV/Å
Kohn-Sham gap: 9.6059 eV
HOMO: -9.04 eV
charge: 0
energy: -2323.76340 a.u.

Structure (XYZ):
```
130
Properties=species:S:1:pos:R:3:forces:R:3:mulliken_charge:R:1
C -2.922 -1.602 3.351 2.0 -2.1 0.0 -0.34
C -3.772 -2.696 2.701 2.0 -5.3 1.9 -0.47
C -4.168 -2.212 1.340 1.3 -1.4 0.8 -0.42
O -2.967 -1.480 1.022 -2.4 0.1 -2.0 0.19
C -2.454 -0.882 2.155 3.4 3.1 -1.1 0.63
H -1.902 -1.978 3.788 -2.5 0.5 0.3 -0.03
H -3.598 -1.058 3.938 -0.2 1.2 1.4 0.48
H -4.489 -3.302 3.454 1.2 1.8 -2.0 0.37
H -2.974 -3.530 2.407 -1.5 1.2 0.8 -0.06
H -5.121 -1.782 1.471 -1.0 1.9 -0.8 0.40
H -4.261 -3.068 0.659 0.0 0.5 -0.1 -0.07
H -2.494 0.256 2.238 -1.2 -1.0 -0.3 -0.24
H -1.341 -0.889 1.899 -0.8 -0.7 1.1 -0.46
C -2.849 -5.229 -1.514 -0.1 1.4 4.0 0.57
C -3.518 -4.653 -2.749 1.1 -2.6 -1.5 -0.81
C -4.967 -4.469 -2.489 -2.5 -1.7 0.3 -0.12
O -5.163 -5.108 -1.222 -0.4 0.9 0.9 -0.50
C -4.034 -5.934 -0.840 -1.4 -0.4 -10.9 -0.84
H -2.559 -4.360 -0.687 -0.5 -1.8 -2.3 -0.55
H -1.984 -5.900 -1.582 -0.2 0.4 -0.5 0.55
H -3.413 -5.417 -3.587 0.0 0.9 0.9 0.34
H -3.035 -3.811 -3.070 1.2 2.3 -0.9 0.31
H -5.555 -5.126 -3.240 0.6 1.3 0.8 0.25
H -5.467 -3.455 -2.430 1.1 -1.0 -0.2 0.15
H -4.346 -6.939 -1.398 1.4 1.3 1.1 0.21
H -4.185 -6.062 0.071 -0.2 -1.0 8.4 0.53
C 1.580 -5.090 2.618 0.6 -2.3 6.1 -0.61
C 0.752 -4.041 2.105 1.7 3.9 -3.5 0.44
C 0.078 -4.542 0.853 3.9 -2.6 -0.6 0.37
O 0.103 -5.955 1.047 -1.1 -0.9 0.9 -0.45
C 1.308 -6.294 1.781 1.7 1.3 -3.4 -0.45
H 1.240 -5.494 3.776 0.5 1.6 -2.7 0.16
H 2.563 -4.715 2.862 0.8 -0.7 -0.7 0.34
H 1.106 -2.949 1.894 0.4 -1.9 0.5 -0.18
H 0.018 -3.851 2.754 -3.2 0.7 2.5 0.20
H 0.454 -4.586 -0.170 1.0 1.8 0.0 0.22
H -0.711 -3.928 0.911 -4.6 0.8 -0.5 -0.64
H 2.319 -6.288 1.078 -2.6 -1.0 1.0 0.15
H 0.990 -7.216 2.227 0.9 -0.5 0.4 0.38
C -0.972 3.828 -0.163 2.8 0.5 0.6 0.72
C -1.681 3.009 0.902 1.2 -2.5 2.2 0.64
C -3.084 3.553 0.699 0.9 -0.8 0.6 -0.02
O -2.836 4.978 0.567 -1.7 -0.5 1.0 -0.51
C -1.483 5.228 0.134 -1.0 -0.8 1.7 -0.72
H -1.086 3.534 -1.208 -1.1 -0.1 0.1 -0.59
H 0.135 3.798 -0.164 -0.2 0.0 0.8 0.09
H -1.352 3.170 2.063 -0.4 0.3 -2.8 0.01
H -1.528 1.836 0.838 -0.7 2.4 -0.4 -0.67
H -3.743 3.109 1.558 0.6 1.8 -1.7 0.29
H -3.343 3.230 -0.312 -0.9 -0.4 0.3 0.07
H -1.047 5.829 0.972 0.4 -0.9 -0.7 0.25
H -1.579 5.851 -0.695 0.2 1.0 -1.6 0.33
C 5.263 2.900 -1.938 0.6 2.8 0.7 -0.28
C 5.111 3.184 -3.423 1.7 -2.0 -2.6 -0.31
C 4.676 4.605 -3.558 1.5 0.9 3.3 -0.57
O 3.878 4.693 -2.347 0.1 1.9 -0.1 -0.37
C 4.626 4.159 -1.281 -1.9 -0.8 2.2 -0.03
H 6.218 2.973 -1.481 1.8 -0.4 -0.7 0.30
H 4.889 2.046 -1.500 -1.4 -2.1 0.2 -0.04
H 4.332 2.575 -4.011 1.0 0.5 1.5 0.12
H 6.057 3.012 -4.029 -0.9 0.0 0.9 0.35
H 4.032 4.631 -4.349 -1.7 0.9 -2.1 0.40
H 5.467 5.458 -3.602 -1.1 -1.6 0.1 0.26
H 3.736 3.755 -0.480 2.7 1.6 -1.7 -0.04
H 5.457 4.904 -0.734 -2.3 -1.7 -1.5 0.27
C 2.048 -0.243 5.748 3.7 2.2 -0.7 -0.60
C 1.010 0.855 5.551 -0.9 0.2 2.4 -0.76
C 0.360 0.569 4.207 -2.3 -4.0 6.9 -0.46
O 0.504 -0.840 4.114 -0.6 -0.7 -0.6 -0.15
C 1.822 -1.231 4.538 0.1 0.1 -0.7 0.32
H 2.151 -0.710 6.736 -0.6 0.0 -0.3 0.33
H 3.009 0.501 5.720 -1.2 -2.6 -0.4 0.10
H 1.308 1.889 5.816 0.5 -0.5 -0.9 0.46
H 0.281 0.722 6.358 -0.5 -0.2 -0.3 0.35
H 0.813 1.030 3.516 2.9 3.6 -5.8 0.24
H -0.664 0.761 4.449 -0.9 0.4 -1.2 0.27
H 2.503 -0.988 3.570 -0.9 -1.2 2.6 -0.20
H 1.702 -2.376 4.876 0.8 2.6 -1.0 0.24
C -4.866 1.293 -2.271 0.0 -1.7 -1.6 -0.81
C -4.650 0.128 -1.382 -2.6 -1.9 0.2 0.02
C -3.795 -0.812 -2.213 -2.8 -2.0 -1.7 0.73
O -2.961 0.025 -2.924 1.5 1.5 -0.6 -0.41
C -3.445 1.360 -2.849 -2.3 0.9 -4.2 0.69
H -5.216 2.130 -1.756 -0.2 1.6 0.7 0.46
H -5.692 0.950 -2.950 1.0 0.7 -0.2 0.35
H -5.636 -0.237 -0.914 1.7 0.1 -0.7 0.24
H -3.979 0.389 -0.657 1.4 0.9 2.6 -0.10
H -4.435 -1.353 -3.070 1.0 0.5 2.1 -0.03
H -3.240 -1.536 -1.591 -0.2 0.2 -0.4 -0.62
H -3.397 1.999 -3.862 -0.4 -2.2 1.2 0.08
H -2.809 1.983 -2.359 1.9 1.4 2.6 -0.60
C -0.447 2.581 -4.702 -0.3 1.0 -2.3 0.21
C 1.005 2.733 -4.235 0.4 -4.1 0.4 -0.29
C 1.053 3.830 -3.300 -3.2 2.7 1.5 0.26
O -0.374 4.356 -3.309 0.3 0.4 0.7 -0.50
C -1.002 3.994 -4.525 1.3 0.6 -1.1 -0.62
H -1.101 2.056 -4.054 0.0 -1.4 0.6 -0.63
H -0.535 2.214 -5.766 0.1 0.1 1.2 0.42
H 1.750 2.775 -5.034 -0.3 0.2 0.0 0.45
H 1.263 1.847 -3.610 0.0 0.0 -0.9 0.04
H 1.604 4.617 -3.706 1.2 1.4 -0.2 0.31
H 1.276 3.725 -2.212 0.0 -0.4 -1.1 -0.30
H -0.662 4.665 -5.366 -0.1 -0.4 0.6 0.31
H -2.106 4.090 -4.516 0.6 -0.2 0.6 0.40
C 6.266 0.706 1.851 1.7 -0.5 3.0 -0.83
C 5.407 1.730 2.489 -2.2 2.5 -3.1 -0.80
C 3.973 1.276 2.167 1.3 -1.8 0.1 0.38
O 4.182 -0.181 2.189 -1.0 -0.2 0.1 -0.31
C 5.395 -0.446 1.517 -0.4 0.8 -1.8 -0.35
H 7.061 0.363 2.553 -0.5 0.3 -0.2 0.24
H 6.806 1.097 1.081 1.2 1.0 -2.5 0.40
H 5.514 2.770 2.099 0.2 -0.7 -0.3 0.32
H 5.503 1.921 3.460 0.7 -0.1 4.3 0.46
H 3.841 1.525 1.120 -0.9 0.4 -0.3 -0.27
H 3.111 1.540 2.837 1.0 -0.2 -0.7 0.14
H 5.319 -0.488 0.389 -0.6 -0.1 0.9 0.15
H 5.922 -1.322 1.813 -0.5 -1.2 0.5 0.42
C 0.928 0.484 -0.082 0.6 1.3 -1.8 1.89
C -0.350 0.088 -0.845 7.4 -2.4 -2.3 0.66
C -0.053 -1.432 -1.207 2.7 2.9 1.4 -0.19
O 1.457 -1.475 -1.323 -3.1 -3.0 0.0 -0.57
C 2.011 -0.452 -0.622 1.4 3.3 -1.2 -0.31
H 0.677 0.231 0.929 0.6 0.9 1.1 -0.82
H 1.286 1.573 -0.466 -1.1 -2.2 2.0 -0.38
H -0.405 0.808 -1.573 -1.1 0.9 -2.5 0.01
H -1.061 -0.061 -0.258 -6.7 0.1 4.9 -0.77
H -0.538 -1.607 -2.065 -0.7 -0.6 -4.3 0.70
H -0.597 -2.180 -0.634 0.9 0.0 1.5 -0.38
H 2.604 0.106 -1.374 -0.5 0.5 -0.5 0.13
H 2.885 -0.537 0.011 -0.4 -1.7 1.3 -0.02
```
Forces are in eV/Å.

=====

(3)
Below is a 2-piece molecular cluster, C18H24NO overall at a distorted geometry, with properties calculated with ωB97M-V with the def2-TZVPD basis set.

LUMO level: -5.50 eV
energy above the lowest of the compared OMol25 structures with the same formula, charge and spin: 67.94 kcal per mole
max |F|: 3.46 eV/Å
Kohn-Sham gap: 5.2441 eV
HOMO: -10.75 eV
charge: +1
energy: -829.96550 a.u.

Structure (XYZ):
```
44
Properties=species:S:1:pos:R:3:forces:R:3:nbo_charge:R:1
C -3.936 -3.450 1.566 0.0 -0.1 -0.1 -0.27
O -2.577 -3.897 1.396 1.3 1.1 0.2 -0.45
C -1.555 -3.023 1.554 -0.8 -0.3 0.2 0.44
C -0.243 -3.565 1.525 -0.1 -0.1 -0.2 -0.28
C 0.825 -2.770 1.838 -0.1 -0.1 0.2 -0.07
C 0.661 -1.390 2.188 0.7 0.2 0.3 -0.23
C 1.792 -0.685 2.700 -0.6 0.4 -3.4 0.15
C 1.886 0.728 2.893 0.1 0.7 1.0 -0.18
C 3.148 1.333 2.618 -0.3 -0.4 0.2 -0.11
C 3.322 2.702 2.730 -0.1 0.0 -0.1 -0.22
C 2.245 3.512 3.119 0.0 -0.4 -0.2 -0.14
C 1.004 2.939 3.417 -0.3 -0.2 0.0 -0.16
C 0.828 1.559 3.359 0.2 -0.1 -0.3 -0.15
C -0.629 -0.824 1.982 -0.5 -0.2 0.4 -0.01
C -1.733 -1.627 1.744 0.2 0.1 -0.1 -0.34
H -4.525 -4.358 1.426 0.0 0.3 0.0 0.23
H -4.098 -3.042 2.571 0.1 -0.1 -0.2 0.20
H -4.202 -2.703 0.810 0.1 -0.2 0.1 0.19
H -0.124 -4.617 1.267 0.0 0.3 0.1 0.26
H 1.829 -3.200 1.854 -0.3 0.1 0.1 0.23
H 2.759 -1.166 2.501 -0.6 0.1 0.3 0.22
H 3.965 0.681 2.292 -0.2 0.3 0.1 0.23
H 4.290 3.139 2.481 -0.3 -0.1 0.1 0.24
H 2.372 4.589 3.165 0.0 -0.1 0.1 0.24
H 0.150 3.571 3.679 0.4 -0.2 0.1 0.23
H -0.115 1.105 3.685 0.5 0.3 -0.1 0.23
H -0.762 0.256 2.032 0.0 -0.4 0.0 0.22
H -2.732 -1.188 1.677 0.5 -0.1 -0.1 0.25
C 2.550 -3.956 4.987 0.1 0.2 0.2 -0.61
C 2.196 -2.499 4.745 -0.2 0.3 -0.6 -0.18
N 2.260 -1.654 5.867 0.6 -1.1 2.6 -0.66
C 2.107 -0.244 6.015 -0.1 0.5 -0.5 -0.19
C 2.356 0.194 7.462 0.1 -0.2 -0.2 -0.61
H 2.467 -4.504 4.041 0.0 0.0 0.2 0.21
H 3.584 -4.035 5.336 -0.2 -0.1 0.1 0.22
H 1.869 -4.407 5.711 0.1 0.0 0.0 0.22
H 2.926 -2.125 4.019 -0.1 -0.2 -0.3 0.15
H 1.191 -2.453 4.310 0.1 -0.2 -0.1 0.15
H 2.414 -2.142 6.736 0.0 0.1 -0.1 0.38
H 2.807 0.290 5.348 -0.1 0.0 0.2 0.16
H 1.094 0.080 5.709 0.1 0.0 0.1 0.15
H 2.222 1.277 7.563 0.0 -0.2 0.0 0.22
H 1.656 -0.303 8.145 0.1 0.1 -0.1 0.21
H 3.380 -0.055 7.766 -0.2 0.0 -0.1 0.22
```
Forces are in eV/Å.

=====

Q: Which of these has the lowest max |F|?
A: C18H24NO

=====

Q: Look up the HOMO of the second one.
A: -9.04 eV

=====

Q: The highest LUMO level belongs to which entry?
A: C22H22BF4N5O2SSeTl